Run one
{"formula": "CH11O4S", "method": "ωB97M-V with the def2-TZVPD basis set", "homo_ev": -3.526, "total_charge": -1, "species": ["C", "S", "H", "H", "H", "H", "H", "O", "H", "H", "O", "H", "H", "O", "H", "H", "O"], "xyz": [[1.23, -1.41, 0.20], [2.15, 0.05, -0.42], [1.20, -1.46, 1.30], [0.30, -1.47, -0.36], [1.79, -2.32, -0.04], [0.49, 0.11, -3.52], [0.90, 0.56, -2.09], [0.11, 0.42, -2.69], [0.92, 1.48, 1.05], [0.68, 3.04, 1.14], [0.25, 2.19, 1.23], [-2.07, -0.47, 1.25], [-1.39, -1.70, 1.88], [-2.18, -1.15, 1.95], [-1.44, 0.33, -0.96], [-1.07, 1.12, 0.22], [-1.86, 0.67, -0.15]]}

=====

Run two
{"formula": "CH11O4S", "method": "ωB97M-V with the def2-TZVPD basis set", "homo_ev": -3.083, "total_charge": -1, "species": ["C", "S", "H", "H", "H", "H", "H", "O", "H", "H", "O", "H", "H", "O", "H", "H", "O"], "xyz": [[2.34, 2.95, -1.82], [1.05, 2.15, -0.76], [3.40, 2.90, -1.56], [2.29, 2.66, -2.88], [2.00, 4.09, -1.86], [1.42, -0.15, -1.77], [0.56, -1.11, -1.10], [1.50, -1.09, -1.46], [-1.02, 0.02, -1.12], [-0.83, 0.87, 0.11], [-1.13, -0.06, -0.14], [-2.52, -1.24, 3.97], [-2.12, -1.61, 5.45], [-2.46, -2.00, 4.59], [-1.07, -3.48, 0.13], [-1.54, -1.96, 0.19], [-1.87, -2.93, 0.01]]}

=====

Last place for stability: run two

=====

Run one
{"formula": "CH11O4S", "method": "ωB97M-V with the def2-TZVPD basis set", "homo_ev": -3.584, "total_charge": -1, "species": ["C", "S", "H", "H", "H", "H", "H", "O", "H", "H", "O", "H", "H", "O", "H", "H", "O"], "xyz": [[-1.08, 0.67, 1.49], [0.05, 1.11, 0.19], [-1.03, 1.34, 2.37], [-0.93, -0.34, 1.86], [-2.16, 0.59, 1.18], [-1.88, 1.35, -2.17], [-1.01, 0.15, -2.12], [-1.89, 0.43, -2.44], [2.04, 0.51, 2.87], [2.05, 0.10, 1.44], [2.49, -0.10, 2.29], [-0.74, -1.39, -0.31], [-1.81, -2.33, -0.75], [-1.28, -2.13, 0.02], [1.66, -0.02, -1.79], [3.10, 0.25, -1.80], [2.43, -0.19, -2.34]]}

=====

Run two
{"formula": "CH11O4S", "method": "ωB97M-V with the def2-TZVPD basis set", "homo_ev": -2.917, "total_charge": -1, "species": ["C", "S", "H", "H", "H", "H", "H", "O", "H", "H", "O", "H", "H", "O", "H", "H", "O"], "xyz": [[1.97, -0.06, -2.28], [0.67, 0.28, -1.05], [2.94, 0.38, -2.03], [2.23, -1.12, -2.26], [1.76, 0.21, -3.31], [0.76, 1.05, 2.34], [0.92, -0.14, 1.42], [0.63, 0.09, 2.32], [-2.23, -4.73, -2.65], [-1.68, -4.68, -4.21], [-1.85, -5.16, -3.41], [-0.76, 2.39, 3.10], [-0.68, 1.95, 4.63], [-0.33, 2.54, 3.96], [-2.16, 2.08, 1.10], [-0.73, 2.26, 0.90], [-1.45, 2.65, 1.44]]}

=====

Run three
{"formula": "CH11O4S", "method": "ωB97M-V with the def2-TZVPD basis set", "homo_ev": -3.533, "total_charge": -1, "species": ["C", "S", "H", "H", "H", "H", "H", "O", "H", "H", "O", "H", "H", "O", "H", "H", "O"], "xyz": [[2.00, 0.54, 2.03], [0.68, 0.95, 0.70], [1.73, -0.31, 2.61], [2.89, 0.29, 1.37], [2.27, 1.45, 2.64], [-2.50, 0.21, 0.13], [-1.20, -0.44, 0.14], [-2.13, -0.64, -0.10], [0.04, 3.13, -1.65], [0.21, 1.80, -2.21], [-0.06, 2.65, -2.51], [0.92, -1.70, 1.98], [0.87, -2.94, 1.31], [0.84, -2.66, 2.14], [-2.03, -1.24, -1.78], [-0.88, -1.69, -2.64], [-1.82, -1.48, -2.71]]}

=====

Last place for stability: run two

=====

Run one
{"formula": "C5H8INS", "method": "ωB97M-V with the def2-TZVPD basis set", "homo_ev": [-8.966, -7.933], "total_charge": 0, "species": ["C", "C", "C", "C", "C", "N", "S", "I", "H", "H", "H", "H", "H", "H", "H", "H"], "xyz": [[-0.61, -1.36, -0.64], [-1.84, -0.98, -0.84], [0.56, -0.41, -0.85], [0.29, 1.00, -0.44], [0.33, 1.35, 1.05], [-1.00, 1.46, -0.97], [-2.30, 0.67, -1.21], [-5.04, -0.16, 0.37], [-0.35, -2.26, -0.20], [-2.70, -1.62, -0.67], [1.32, -0.79, -0.28], [0.97, -0.29, -1.87], [1.02, 1.61, -1.09], [1.32, 1.42, 1.29], [-0.15, 0.60, 1.74], [0.03, 2.27, 1.38]]}

=====

Run two
{"formula": "C5H8INS", "method": "ωB97M-V with the def2-TZVPD basis set", "homo_ev": -8.439, "total_charge": 0, "smiles": "C[C@@H]1S[C@H]1I.CC#N", "species": ["C", "C", "S", "C", "I", "H", "H", "H", "H", "H", "C", "C", "N", "H", "H", "H"], "xyz": [[-0.21, -2.71, -0.42], [1.12, -2.06, -0.87], [2.57, -2.68, 0.12], [1.81, -1.02, -0.13], [3.20, 0.39, -0.90], [-0.23, -2.54, 0.66], [-0.40, -3.70, -0.73], [-1.07, -2.19, -0.85], [1.32, -2.09, -1.97], [1.36, -0.69, 0.85], [-1.71, 3.57, 0.83], [-1.30, 2.33, 0.33], [-1.00, 1.29, -0.01], [-2.31, 3.54, 1.68], [-2.25, 4.30, 0.16], [-0.89, 4.25, 1.23]]}

=====

Last place for stability: run one

=====

Run one
{"formula": "C4H14N3", "method": "ωB97M-V with the def2-TZVPD basis set", "homo_ev": [-4.594, -8.555], "s_squared": 0.753, "total_charge": 0, "spin_multiplicity": 2, "species": ["C", "N", "C", "N", "H", "H", "H", "H", "H", "H", "H", "C", "C", "N", "H", "H", "H", "H", "H", "H", "H"], "xyz": [[0.24, -0.77, 3.09], [1.23, 1.68, 0.46], [0.41, 0.93, 1.31], [1.01, 0.13, 2.28], [0.31, -1.81, 2.74], [-0.81, -0.47, 3.02], [0.55, -0.72, 4.13], [2.10, 1.25, 0.21], [0.78, 2.12, -0.32], [-0.64, 1.17, 1.40], [2.01, 0.13, 2.35], [-1.48, 0.49, -2.18], [-0.82, -0.81, -1.75], [0.62, -0.78, -2.05], [-1.43, 0.60, -3.26], [-2.53, 0.48, -1.90], [-1.01, 1.36, -1.72], [-0.97, -0.97, -0.68], [-1.33, -1.63, -2.27], [1.05, -1.66, -1.79], [0.72, -0.72, -3.06]]}

=====

Run two
{"formula": "C4H14N3", "method": "ωB97M-V with the def2-TZVPD basis set", "homo_ev": [-3.960, -8.876], "s_squared": 0.755, "total_charge": 0, "spin_multiplicity": 2, "species": ["C", "C", "N", "N", "N", "H", "H", "H", "H", "H", "H", "H", "H", "C", "C", "H", "H", "H", "H", "H", "H"], "xyz": [[-0.31, 1.97, -1.66], [-1.63, 0.25, -0.50], [-0.71, 0.53, -1.45], [-2.76, 0.97, -0.27], [-1.59, -0.94, 0.13], [-0.30, -0.13, -2.10], [-2.64, 2.00, -0.61], [-3.26, 0.80, 0.65], [-2.13, -1.27, 0.90], [-1.22, -1.91, -0.43], [0.67, 2.25, -1.15], [-1.28, 2.53, -1.34], [-0.11, 2.05, -2.76], [1.71, -0.89, 0.81], [2.60, -1.43, 1.88], [0.78, -0.77, 1.35], [1.91, 0.18, 0.45], [1.74, -1.30, -0.18], [3.62, -1.03, 1.56], [2.55, -2.52, 1.72], [2.37, -1.33, 2.99]]}

=====

Last place for stability: run two